Entry 1:
15 unconnected molecules or ions with the total composition CH28O17, computed with ωB97M-V with the def2-TZVPD basis set.

Total charge ... -2
Spin multiplicity ... 1
Energy above the lowest of the compared OMol25 structures with the same formula, charge and spin ... 12.8 kcal per mole
M ... 312.2 g mol⁻¹
E_HOMO ... -4.1586 eV
Orbital gap ... 0.33977 hartree
DFT total energy ... -1334.079232 Eh

Each line ends with the Mulliken charge.
Geometry (Å):
C: 0.11 -0.41 0.05  -0.293
O: 1.00 0.59 -0.14  -0.180
O: -0.07 -1.32 -0.89  -0.615
O: -0.80 -0.08 0.99  0.102
O: 0.32 0.97 -2.86  -0.826
H: -0.27 1.71 -2.87  0.358
H: 0.33 0.68 -1.93  0.356
O: 2.56 3.08 1.56  -0.781
H: 3.12 2.55 1.02  0.458
H: 1.78 2.89 1.00  0.308
O: 0.06 -2.26 2.38  -0.818
H: -0.03 -1.39 1.96  0.212
H: 0.09 -2.85 1.60  0.527
O: -2.31 -2.45 -0.07  -0.599
H: -2.51 -2.86 0.74  0.304
H: -1.82 -1.67 0.19  0.180
O: -2.85 1.13 0.10  -0.681
H: -2.00 0.81 0.35  0.212
H: -2.84 2.01 0.45  0.288
O: -0.61 -3.04 -2.82  -0.719
H: -0.64 -2.45 -3.59  0.348
H: -0.42 -2.40 -2.10  0.555
O: 1.83 2.86 -1.62  -0.736
H: 1.24 3.23 -0.99  0.275
H: 1.29 2.19 -2.05  0.476
O: -2.48 -0.09 3.27  -0.698
H: -1.93 0.13 2.51  0.241
H: -3.32 -0.17 2.82  0.313
O: -0.30 2.75 0.31  -0.784
H: 0.02 1.85 0.17  -0.045
H: -0.52 2.84 1.17  0.401
O: 3.39 0.79 0.63  -0.788
H: 3.25 0.23 1.40  0.326
H: 2.54 0.87 0.30  0.492
O: 0.59 1.15 2.87  -0.676
H: 0.03 0.91 2.12  0.172
H: 1.17 1.84 2.53  0.544
O: 0.32 -3.75 0.11  -0.857
H: 1.16 -3.50 0.39  0.337
H: 0.01 -2.89 -0.30  0.369
O: -2.52 -0.39 -2.11  -0.729
H: -2.66 0.30 -1.43  0.524
H: -1.64 -0.62 -1.88  0.079
O: 2.27 -1.59 -1.89  -0.792
H: 2.66 -0.71 -1.95  0.346
H: 1.38 -1.46 -1.52  0.514

Entry 2:
CH2BNO in the gas phase, computed with ωB97M-V with the def2-TZVPD basis set.

Spin multiplicity ... 1
Energy above the lowest of the compared OMol25 structures with the same formula, charge and spin ... 4.2 kcal per mole
M ... 54.8 g mol⁻¹
E_HOMO ... -11.8788 eV
Orbital gap ... 0.43761 hartree
SMILES string ... N#CBO
DFT total energy ... -194.181752 Eh

Each line ends with the Mulliken charge.
Geometry (Å):
N: 2.43 -0.30 0.10  -0.397
C: 1.31 -0.17 -0.08  0.327
B: -0.22 -0.13 -0.13  0.198
O: -0.89 0.99 0.08  -0.427
H: -0.78 -1.31 -0.15  -0.042
H: -1.84 0.93 0.19  0.341

Entry 3:
A molecular structure, CH2BeFLiO, computed with ωB97M-V with the def2-TZVPD basis set.

Spin multiplicity ... 1
M ... 65.0 g mol⁻¹
E_HOMO (spin up / spin down) ... -8.1304 / -8.1314 eV
Orbital gap (spin up / spin down) ... 0.27868 / 0.27871 hartree
DFT total energy ... -236.651768 Eh

Each line ends with the Mulliken charge.
Geometry (Å):
C: 0.75 -0.48 0.26  -0.203
O: -1.96 0.74 0.42  -0.911
Be: -0.27 0.82 1.07  0.121
Li: -1.27 0.98 -1.19  0.833
F: 0.31 -0.18 -1.13  -0.379
H: 0.61 -1.56 0.39  0.269
H: 1.83 -0.33 0.18  0.270